ORCA calculation (ωB97M-V/def2-TZVPD) on 2 unconnected molecules or ions with the total composition CH3IN4.

Geometry as ORCA input:
```
! wB97M-V def2-TZVPD RIJCOSX def2/J DEFGRID3
* xyz 0 1
C 1.59698 0.40650 -0.00859
N -2.36042 -1.70885 -0.13193
N -1.98691 -0.65516 -0.22093
N 0.64873 0.51099 0.77452
N -1.74870 0.49075 -0.15125
I 3.10424 -1.07563 -0.03823
H 1.78008 1.13845 -0.76157
H 0.27853 -0.18852 1.33140
H -1.31252 1.08147 -0.79341
*
```

Output
orbital gap: 9.801 eV
energy relative to the best compared isomer or geometry (same formula, charge and spin): 45.17 kcal per mole
molar mass: 198.0 g/mol
total energy: -15143.3094 eV

ORCA calculation (ωB97M-V/def2-TZVPD) on a molecular structure, C5H7NO.

Geometry as ORCA input:
```
! wB97M-V def2-TZVPD RIJCOSX def2/J DEFGRID3
* xyz 0 1
O 2.54925 0.10770 -0.91770
C 1.46588 0.17673 -0.10174
C 0.50436 1.08754 -0.26568
C -0.86976 0.83534 0.28757
C -1.45955 -0.44826 -0.38622
C -0.92132 -1.02262 0.89454
N -0.69410 0.05796 1.54773
H 3.10748 -0.61849 -0.62270
H 1.45071 -0.54522 0.70884
H 0.66348 1.88981 -0.97212
H -1.50507 1.72623 0.34107
H -1.06082 -0.74325 -1.36098
H -2.55312 -0.49545 -0.39459
H -0.73112 -2.03607 1.25109
*
```

Output
orbital gap: 9.435 eV
energy relative to the best compared isomer or geometry (same formula, charge and spin): 66.22 kcal per mole
molar mass: 97.1 g/mol
total energy: -8833.3312 eV

What did the first record say?
ORCA calculation (ωB97M-V/def2-TZVPD) on 2 unconnected molecules or ions with the total composition CH3IN4.

Geometry as ORCA input:
```
! wB97M-V def2-TZVPD RIJCOSX def2/J DEFGRID3
* xyz 0 1
C 1.59698 0.40650 -0.00859
N -2.36042 -1.70885 -0.13193
N -1.98691 -0.65516 -0.22093
N 0.64873 0.51099 0.77452
N -1.74870 0.49075 -0.15125
I 3.10424 -1.07563 -0.03823
H 1.78008 1.13845 -0.76157
H 0.27853 -0.18852 1.33140
H -1.31252 1.08147 -0.79341
*
```

Output
orbital gap: 9.801 eV
energy relative to the best compared isomer or geometry (same formula, charge and spin): 45.17 kcal per mole
molar mass: 198.0 g/mol
total energy: -15143.3094 eV

The highest energy relative to the best compared isomer or geometry (same formula, charge and spin) belongs to which entry?
C5H7NO